(1)
{"formula": "C65H147OP4", "method": "ωB97M-V/def2-TZVPD", "multiplicity": 2, "s_squared": 0.754, "gap_ev": [10.68, 7.15], "energy_ha": -4004.1404, "total_charge": 4, "species": ["P", "P", "P", "P", "O", "C", "C", "C", "C", "C", "C", "C", "C", "C", "C", "C", "C", "C", "C", "C", "C", "C", "C", "C", "C", "C", "C", "C", "C", "C", "C", "C", "C", "C", "C", "C", "C", "C", "C", "C", "C", "C", "C", "C", "C", "C", "C", "C", "C", "C", "C", "C", "C", "C", "C", "C", "C", "C", "C", "C", "C", "C", "C", "C", "C", "C", "C", "C", "C", "C", "H", "H", "H", "H", "H", "H", "H", "H", "H", "H", "H", "H", "H", "H", "H", "H", "H", "H", "H", "H", "H", "H", "H", "H", "H", "H", "H", "H", "H", "H", "H", "H", "H", "H", "H", "H", "H", "H", "H", "H", "H", "H", "H", "H", "H", "H", "H", "H", "H", "H", "H", "H", "H", "H", "H", "H", "H", "H", "H", "H", "H", "H", "H", "H", "H", "H", "H", "H", "H", "H", "H", "H", "H", "H", "H", "H", "H", "H", "H", "H", "H", "H", "H", "H", "H", "H", "H", "H", "H", "H", "H", "H", "H", "H", "H", "H", "H", "H", "H", "H", "H", "H", "H", "H", "H", "H", "H", "H", "H", "H", "H", "H", "H", "H", "H", "H", "H", "H", "H", "H", "H", "H", "H", "H", "H", "H", "H", "H", "H", "H", "H", "H", "H", "H", "H", "H", "H", "H", "H", "H", "H", "H", "H", "H", "H", "H", "H"], "positions_angstrom": [[-0.071, 7.030, -1.218], [1.500, -1.931, -2.799], [-3.443, -5.532, 0.161], [2.209, 0.307, 3.361], [0.209, 0.357, 0.351], [-4.792, -6.257, -0.936], [-3.558, -2.792, -0.587], [-6.013, -5.377, -1.107], [1.669, 6.621, -0.784], [-3.558, -0.191, 0.089], [-5.206, -4.414, 4.576], [-7.026, -6.089, -2.005], [-4.168, -5.135, 1.802], [3.255, 0.202, 4.850], [-1.974, -0.827, -4.673], [-8.108, -5.231, -2.488], [-2.188, -6.790, 0.556], [4.154, 6.815, -1.432], [4.594, 5.418, -0.958], [-3.687, 4.215, 0.347], [-2.710, 0.023, -3.657], [-3.261, -4.270, 2.751], [2.794, -0.802, -2.100], [4.461, 1.654, 2.209], [-0.098, 4.687, -3.065], [-0.295, 9.560, -2.567], [1.969, -5.027, 1.626], [-0.909, -1.721, -4.057], [-0.215, 8.938, -1.089], [5.271, 1.641, -3.782], [-0.434, -2.816, 4.327], [-2.827, -8.091, 1.181], [2.816, 0.118, 6.336], [-1.820, -9.295, 1.364], [2.665, 6.967, -1.872], [3.392, -5.702, -5.246], [1.495, 3.139, 3.994], [2.219, -3.056, -4.037], [4.150, -4.734, -4.347], [-2.551, 6.567, -0.022], [0.730, -3.001, -1.457], [0.223, -0.922, -3.559], [6.278, 2.918, 1.073], [-0.112, 1.526, -0.359], [0.771, -1.813, 4.491], [-4.125, -3.524, 3.798], [1.037, -4.494, 0.534], [-1.665, 9.590, -3.195], [3.269, 0.634, 1.932], [-2.694, 10.495, -2.489], [-2.590, -4.082, -0.518], [4.647, 0.842, -2.731], [-2.824, -1.502, -0.120], [0.852, 3.108, -4.849], [3.384, 0.110, -3.204], [-1.196, -9.891, 0.037], [-0.429, 6.234, -2.851], [-3.318, 5.589, 0.900], [-1.081, 6.135, 0.049], [-0.714, 4.240, 3.271], [4.052, 0.224, 7.350], [-0.130, 4.285, -4.647], [1.195, -1.182, 3.138], [0.376, 4.088, 4.334], [4.959, -1.020, 7.362], [5.156, 1.903, 0.921], [-1.044, -3.193, 5.732], [3.339, -3.883, -3.397], [1.682, -3.378, -0.307], [0.985, 1.642, 3.717], [1.595, -2.418, 4.872], [4.442, 4.727, -1.788], [1.492, -3.745, -4.466], [0.579, -0.311, -4.389], [-2.317, -10.094, 1.914], [-8.710, -4.806, -1.685], [-1.575, -7.094, -0.293], [-1.728, -3.882, 0.118], [-2.459, -4.843, 3.215], [0.117, -3.740, -1.974], [0.555, -5.254, -0.081], [-1.174, 1.717, -0.515], [-1.622, 9.876, -4.246], [2.605, 0.889, 1.105], [-4.372, -0.271, 0.810], [-0.170, 3.962, 5.268], [-1.194, -2.486, 3.620], [-6.565, -5.169, -0.190], [5.626, 1.041, -4.620], [1.753, -1.884, 2.518], [-1.177, 4.064, -4.856], [3.692, -0.474, -4.072], [-5.179, -4.739, 1.704], [1.838, -2.451, 0.244], [5.497, -1.112, 6.419], [2.343, -4.202, 2.234], [-3.501, 0.571, -4.170], [-2.965, 6.587, -1.030], [2.511, -2.358, -4.822], [-1.075, 9.192, -0.469], [-6.090, -4.583, 3.960], [-2.016, 8.559, -3.202], [-3.398, -2.999, 4.417], [0.152, -4.079, 1.015], [0.042, -2.292, -0.997], [-1.375, 5.034, 3.620], [2.357, -0.859, 6.488], [2.650, -6.290, -4.705], [-5.172, -7.189, -0.518], [2.369, -0.311, -1.225], [3.011, -5.092, -6.065], [0.536, 2.255, -4.249], [5.875, 3.875, 1.403], [-2.656, 5.463, 1.757], [0.055, 10.592, -2.548], [-7.597, -4.517, -3.133], [3.806, 0.432, 8.391], [-4.837, -5.387, 4.900], [2.136, 0.918, 6.626], [2.971, -4.576, -2.641], [-2.655, 7.597, 0.317], [-1.564, -0.216, -5.477], [0.186, 6.842, -3.515], [4.837, -5.281, -3.701], [-1.529, -6.397, 1.331], [-1.388, -2.362, -3.317], [2.799, -5.623, 1.248], [6.148, 2.207, -3.468], [4.644, 1.099, 7.083], [-2.910, 10.355, -1.430], [0.761, 5.102, 4.444], [-2.993, 0.645, 0.500], [2.507, 6.367, -2.768], [1.840, 3.355, -4.460], [0.433, 9.070, -3.213], [-4.038, 0.213, -0.803], [5.773, -0.955, 8.083], [-1.792, -2.418, 5.899], [-2.001, -1.250, -0.789], [-3.313, -0.612, -3.009], [4.646, 6.894, -2.402], [0.409, -1.154, 5.280], [-4.491, -2.879, -0.030], [-0.997, -8.890, 1.952], [-0.655, 6.402, 1.017], [-7.476, -6.988, -1.583], [1.402, -5.703, 2.266], [-3.739, 3.468, 1.140], [0.880, 4.475, -2.633], [-0.411, -3.243, 6.618], [-0.935, 5.058, -0.040], [0.647, 9.350, -0.563], [5.466, 0.306, -2.250], [3.964, -3.226, -2.792], [1.876, 7.073, 0.186], [4.080, 5.080, -0.058], [3.568, -1.423, -1.649], [-1.452, 6.406, -3.185], [-2.126, -4.435, -1.439], [1.622, 5.546, -0.610], [-3.912, -2.606, -1.601], [0.397, 1.221, 4.533], [-5.553, -3.921, 5.484], [-3.594, 10.383, -3.093], [0.349, -0.690, 2.657], [-2.221, -1.773, 0.747], [-5.804, -4.379, -1.494], [2.649, -3.557, -0.777], [-8.781, -5.818, -3.113], [-0.385, -10.596, 0.218], [-4.244, -6.064, 2.368], [-2.412, 11.548, -2.477], [4.310, -1.894, 7.418], [4.769, -4.064, -4.944], [-4.192, 6.131, 1.261], [-4.270, -6.639, -1.813], [-6.480, -6.446, -2.878], [4.285, 1.512, -1.952], [2.325, 3.279, 4.687], [-1.434, 3.421, 3.274], [6.772, 3.159, 0.131], [-4.686, -2.694, 3.368], [-0.767, 4.052, -2.485], [-2.119, 0.727, -3.071], [-0.098, -0.210, -2.799], [4.519, 2.310, -4.201], [3.994, -6.454, -5.755], [7.082, 2.674, 1.768], [-3.355, -7.908, 2.117], [3.651, -0.345, 1.644], [4.548, 2.321, 0.119], [0.382, 1.492, -1.330], [5.662, 5.292, -0.783], [3.956, 2.503, 2.670], [0.327, 2.445, 0.029], [5.164, 1.341, 2.981], [3.904, -0.649, 4.644], [4.469, 7.647, -0.802], [-0.415, -2.292, -4.843], [-4.682, 4.424, -0.046], [-2.706, -1.478, -5.151], [0.951, 2.799, -5.890], [0.133, 5.193, -5.189], [0.016, -3.707, 3.890], [2.677, 0.820, -3.632], [2.397, 7.996, -2.113], [4.025, 0.973, 4.858], [-1.693, -4.066, 5.654], [-2.649, -3.556, 2.199], [-0.813, -9.154, -0.670], [1.741, 3.506, 2.998], [-2.997, 3.764, -0.366], [-1.912, -10.525, -0.485], [-0.348, 4.494, 2.277], [0.383, 1.671, 2.808], [-3.529, -8.519, 0.466], [5.586, 0.945, 0.629]], "lowdin_spin": [0.00, 0.00, 0.00, 0.00, 0.83, 0.00, 0.00, 0.00, 0.00, 0.00, 0.00, 0.00, 0.00, 0.00, 0.00, 0.00, 0.00, 0.00, 0.00, 0.00, 0.00, 0.00, 0.00, 0.00, 0.00, 0.00, 0.00, 0.00, 0.00, 0.00, 0.00, 0.00, 0.00, 0.00, 0.00, 0.00, 0.00, 0.00, 0.00, 0.00, 0.00, 0.00, 0.00, 0.09, 0.00, 0.00, 0.00, 0.00, 0.00, 0.00, 0.00, 0.00, 0.00, 0.00, 0.00, 0.00, 0.00, 0.00, 0.00, 0.00, 0.00, 0.00, 0.00, 0.00, 0.00, 0.00, 0.00, 0.00, 0.00, 0.00, 0.00, 0.00, 0.00, 0.00, 0.00, 0.00, 0.00, 0.00, 0.00, 0.00, 0.00, 0.00, 0.00, 0.00, 0.00, 0.00, 0.00, 0.00, 0.00, 0.00, 0.00, 0.00, 0.00, 0.00, 0.00, 0.00, 0.00, 0.00, 0.00, 0.00, 0.00, 0.00, 0.00, 0.00, 0.00, 0.00, 0.00, 0.00, 0.00, 0.00, 0.00, 0.00, 0.00, 0.00, 0.00, 0.00, 0.00, 0.00, 0.00, 0.00, 0.00, 0.00, 0.00, 0.00, 0.00, 0.00, 0.00, 0.00, 0.00, 0.00, 0.00, 0.00, 0.00, 0.00, 0.00, 0.00, 0.00, 0.00, 0.00, 0.00, 0.00, 0.00, 0.00, 0.00, 0.00, 0.00, 0.00, 0.00, 0.00, 0.00, 0.00, 0.00, 0.00, 0.00, 0.00, 0.00, 0.00, 0.00, 0.00, 0.00, 0.00, 0.00, 0.00, 0.00, 0.00, 0.00, 0.00, 0.00, 0.00, 0.00, 0.00, 0.00, 0.00, 0.00, 0.00, 0.00, 0.00, 0.00, 0.00, 0.00, 0.00, 0.00, 0.00, 0.00, 0.00, 0.00, 0.00, 0.00, 0.00, 0.00, 0.00, 0.05, 0.00, 0.00, 0.02, 0.00, 0.00, 0.00, 0.00, 0.00, 0.00, 0.00, 0.00, 0.00, 0.00, 0.00, 0.00, 0.00, 0.00, 0.00, 0.00, 0.00, 0.00, 0.00, 0.00, 0.00, 0.00]}

=====

(2)
{"formula": "H10N2Si4", "method": "ωB97M-V/def2-TZVPD", "e_above_lowest_kcal_mol": 14.3, "gap_ev": 9.07, "energy_ha": -1273.4829, "species": ["Si", "Si", "Si", "Si", "N", "N", "H", "H", "H", "H", "H", "H", "H", "H", "H", "H"], "positions_angstrom": [[-0.018, -1.223, -0.164], [-2.947, 0.020, 0.105], [2.929, -0.083, 0.158], [0.157, 1.509, -0.154], [1.166, 0.095, 0.178], [-1.207, 0.018, 0.074], [-3.413, 1.384, 0.290], [0.205, -2.061, 1.071], [-0.385, 1.766, -1.485], [-3.441, -0.933, 1.054], [0.368, 2.372, 1.077], [3.648, 0.896, 0.924], [3.583, -0.079, -1.100], [-3.656, -0.323, -1.072], [0.189, -1.877, -1.457], [2.821, -1.481, 0.502]], "lowdin_charge": [0.34, 0.42, 0.48, 0.57, -0.55, -0.49, -0.09, -0.03, -0.05, -0.10, -0.03, -0.09, -0.11, -0.12, -0.05, -0.08]}

=====

(3)
{"formula": "C35H72GaN2O", "method": "ωB97M-V/def2-TZVPD", "gap_ev": 7.57, "energy_ha": -3486.3675, "total_charge": -1, "species": ["Ga", "O", "N", "N", "C", "C", "C", "C", "C", "C", "C", "C", "C", "C", "C", "C", "C", "C", "C", "C", "C", "C", "C", "C", "C", "C", "C", "C", "C", "C", "C", "C", "C", "C", "C", "C", "C", "C", "C", "H", "H", "H", "H", "H", "H", "H", "H", "H", "H", "H", "H", "H", "H", "H", "H", "H", "H", "H", "H", "H", "H", "H", "H", "H", "H", "H", "H", "H", "H", "H", "H", "H", "H", "H", "H", "H", "H", "H", "H", "H", "H", "H", "H", "H", "H", "H", "H", "H", "H", "H", "H", "H", "H", "H", "H", "H", "H", "H", "H", "H", "H", "H", "H", "H", "H", "H", "H", "H", "H", "H", "H"], "positions_angstrom": [[-1.975, -0.750, 0.678], [-3.843, 0.399, 3.700], [-6.088, 2.055, 1.127], [-3.784, -0.481, 1.484], [0.103, 3.568, 1.323], [-7.022, 2.674, 1.917], [-7.581, 1.737, 2.743], [-0.975, -1.148, -5.529], [0.731, 0.611, -6.246], [0.857, -2.613, 3.103], [0.484, -1.646, 4.221], [-1.943, 4.849, 2.176], [3.279, -1.082, 5.464], [3.624, -4.371, -1.465], [-3.762, 4.662, 0.362], [2.908, -0.347, 6.748], [-6.057, 0.730, 1.460], [0.430, 2.186, -0.786], [-3.231, 4.153, 1.694], [4.923, -3.885, -0.830], [4.350, -4.336, 2.181], [-0.712, 0.129, -1.883], [0.496, -0.746, -5.585], [-5.258, 2.620, 0.068], [0.289, 0.700, -7.708], [0.934, -0.328, -8.636], [-0.555, 2.750, 0.222], [2.453, -0.204, -8.719], [-0.230, 1.571, -2.025], [-5.173, 4.149, 0.063], [-3.810, -0.042, 2.599], [4.799, -5.435, 1.221], [-2.096, -0.022, -1.207], [5.619, -4.942, 0.027], [-0.811, 3.872, 2.510], [2.742, -0.410, 4.201], [1.217, -0.311, 4.120], [-6.965, 0.499, 2.452], [5.503, -3.587, 2.843], [0.511, -0.207, -9.637], [1.792, 0.867, -6.168], [1.076, 1.447, -0.307], [-3.090, 4.351, -0.439], [-1.097, -2.096, -5.004], [-1.644, -2.320, 0.703], [-1.128, 1.942, 0.676], [-7.237, 3.722, 1.851], [3.730, -4.787, 2.960], [-8.337, 1.952, 3.479], [3.184, -3.599, -2.097], [-1.262, 2.938, 2.856], [0.435, 4.523, 0.902], [0.674, -2.114, 5.193], [0.450, 1.647, -2.878], [0.022, -0.481, -1.343], [3.274, 0.683, 6.725], [2.924, -0.378, -7.751], [-1.263, 3.391, -0.312], [3.342, -0.836, 7.622], [2.742, 0.794, -9.057], [-1.105, 2.182, -2.266], [0.887, -0.702, -4.565], [-0.798, 0.596, -7.767], [4.370, -1.144, 5.392], [-0.884, 0.080, 1.527], [4.722, -2.992, -0.232], [-4.256, 2.209, 0.184], [0.515, 1.704, -8.081], [5.393, -6.172, 1.773], [5.868, -5.803, -0.603], [3.163, 0.600, 4.131], [0.847, 0.361, 4.901], [0.947, 0.160, 3.170], [1.915, -2.885, 3.140], [3.916, -5.971, 0.862], [-5.631, 2.258, -0.891], [6.574, -4.542, 0.379], [-2.721, -0.710, -1.778], [-5.485, 4.541, -0.905], [0.197, 1.377, -5.675], [-1.585, 5.562, 1.427], [2.880, -4.634, -0.712], [0.278, -3.535, 3.175], [1.070, -1.522, -6.099], [-5.843, 4.583, 0.799], [-3.026, 3.084, 1.620], [-0.590, -1.449, 4.180], [0.669, -1.339, -8.315], [-1.405, -1.265, -6.525], [-1.558, -0.397, -4.993], [3.119, -0.952, 3.328], [3.801, -5.252, -2.086], [-0.208, 4.253, 3.335], [6.147, -4.274, 3.398], [1.828, -0.314, 6.892], [-2.601, 0.948, -1.186], [-0.776, -0.299, -2.884], [6.121, -3.065, 2.110], [3.706, -3.624, 1.660], [-7.161, -0.439, 2.941], [0.991, 3.053, 1.698], [-3.797, 5.754, 0.391], [1.076, 3.005, -1.122], [-2.175, 5.433, 3.067], [-4.005, 4.265, 2.454], [2.920, -2.113, 5.518], [5.128, -2.840, 3.545], [2.868, -0.928, -9.421], [0.646, -2.166, 2.130], [5.612, -3.571, -1.619], [-5.373, 0.042, 0.995]], "lowdin_charge": [0.35, 0.07, -0.08, 0.00, -0.21, -0.12, -0.12, -0.11, -0.23, -0.11, -0.26, -0.20, -0.28, -0.11, -0.21, -0.12, -0.14, -0.21, -0.20, -0.27, -0.27, -0.30, -0.27, -0.12, -0.23, -0.27, -0.24, -0.12, -0.22, -0.18, -0.55, -0.23, -0.30, -0.23, -0.21, -0.23, -0.23, -0.10, -0.10, 0.10, 0.10, 0.11, 0.10, 0.07, -0.09, 0.04, 0.09, 0.11, 0.08, 0.07, 0.11, 0.11, 0.10, 0.09, 0.09, 0.07, 0.06, 0.10, 0.06, 0.07, 0.10, 0.10, 0.10, 0.09, -0.04, 0.10, 0.10, 0.11, 0.11, 0.11, 0.11, 0.10, 0.08, 0.04, 0.10, 0.12, 0.10, 0.03, 0.10, 0.11, 0.10, 0.07, 0.07, 0.10, 0.08, 0.09, 0.10, 0.10, 0.06, 0.07, 0.09, 0.07, 0.10, 0.07, 0.07, 0.02, 0.06, 0.07, 0.09, 0.09, 0.11, 0.11, 0.11, 0.10, 0.12, 0.10, 0.05, 0.07, 0.04, 0.10, 0.07]}